Computed, not measured: a cluster of 3 separate species, C28H58N2O10P2 in total at a distorted geometry, with ωB97M-V/def2-TZVPD.

```
! RIJCOSX wB97M-V def2-TZVPD def2/J DEFGRID3
* xyz 0 1
C -3.47948 -1.48880 0.49511
C -3.96049 -2.00169 -0.89632
C -2.89011 -1.62843 -1.96492
C -2.97567 -2.44354 -3.27682
C -2.37947 -3.88924 -3.20617
C -1.15755 -4.04955 -2.26607
C 0.09045 -3.20589 -2.67935
C 1.25352 -3.52517 -1.66038
C 2.13016 -2.28055 -1.32595
C 1.72363 -1.52419 -0.02694
C 0.70178 -0.36313 -0.21205
C 1.07761 0.70207 -1.30623
C 0.19329 0.66865 -2.59670
C 1.24387 0.38884 -3.69425
O 1.05869 -0.03966 -4.78011
N 2.51739 0.70065 -3.14226
C 2.55100 0.92765 -1.69630
O 3.07625 2.30087 -1.64158
C 3.07468 2.73541 -0.40102
N 2.83777 3.38608 0.49886
H -2.75212 -2.16545 0.97772
H -4.34833 -1.40387 1.17343
H -3.05755 -0.46822 0.40743
H -4.13114 -3.09279 -0.91954
H -4.90943 -1.47880 -1.11966
H -3.07374 -0.56499 -2.24143
H -1.90367 -1.64276 -1.47227
H -4.05814 -2.54999 -3.50769
H -2.54143 -1.91972 -4.14818
H -3.13755 -4.62707 -2.87583
H -2.03452 -4.13977 -4.23003
H -0.84066 -5.11209 -2.23582
H -1.38033 -3.76823 -1.21440
H -0.18105 -2.14169 -2.54510
H 0.44818 -3.43275 -3.69556
H 0.88297 -4.07331 -0.77591
H 1.92176 -4.23405 -2.19512
H 3.15987 -2.66320 -1.15538
H 2.18699 -1.65202 -2.23135
H 1.22551 -2.27340 0.62585
H 2.59557 -1.17668 0.56221
H 0.65138 0.18614 0.74991
H -0.31555 -0.72799 -0.42754
H 0.73169 1.64797 -0.83304
H -0.15678 1.70896 -2.72787
H -0.70684 0.04179 -2.53973
H 3.06480 1.35202 -3.69501
H 3.31138 0.30357 -1.19875
O 9.53020 1.96713 1.05281
P 8.41000 0.97865 0.84582
O 7.62182 1.12755 2.28685
C 6.77961 2.28109 2.41791
C 5.60633 2.27140 1.45476
O 9.35670 -0.36283 1.01403
C 10.77520 -0.27399 1.14810
C 11.19848 0.03367 2.57341
O 7.16450 0.06461 0.20078
C 7.15505 -1.37335 0.27154
C 7.14756 -1.96591 1.66911
H 7.38197 3.18159 2.26396
H 6.41044 2.29745 3.44291
H 5.93897 2.29194 0.41087
H 4.97233 3.14084 1.61133
H 5.00842 1.36834 1.58600
H 11.18034 0.45093 0.44291
H 11.18814 -1.24086 0.85052
H 10.62462 0.83457 3.03535
H 12.25793 0.28404 2.61655
H 11.02656 -0.84307 3.20527
H 7.97801 -1.76334 -0.32527
H 6.23608 -1.69181 -0.22601
H 7.92369 -1.57178 2.32295
H 7.30216 -3.04469 1.61753
H 6.20735 -1.75599 2.18109
O -5.94552 0.91207 1.86205
P -7.40967 1.18167 1.56070
O -7.10590 2.38210 0.45254
C -6.75483 1.94177 -0.86292
C -7.87727 1.19593 -1.56636
O -7.67668 1.99779 2.97158
C -6.72798 1.99713 4.03881
C -5.62197 3.01534 3.82408
O -9.02542 1.29519 1.12225
C -9.94216 2.17220 1.80362
C -9.60543 3.65159 1.75022
H -5.86628 1.30434 -0.79895
H -6.48967 2.82801 -1.43929
H -8.14648 0.27739 -1.03554
H -7.57658 0.91391 -2.57686
H -8.77624 1.80988 -1.62138
H -6.32832 0.99523 4.19330
H -7.27184 2.24434 4.95354
H -5.20739 3.00401 2.81797
H -4.81650 2.86818 4.54271
H -6.02141 4.02523 3.95757
H -10.06833 1.82650 2.82862
H -10.90754 2.03613 1.31204
H -8.58483 3.88661 2.04766
H -10.26120 4.20720 2.42218
H -9.70565 4.04212 0.73687
*
```

E_LUMO in eV: -1.36
SMILES: CCCCCCCCCCC[C@@H]1CC(=O)N[C@H]1OC#N.CCOP(=O)(OCC)OCC.CCOP(=O)(OCC)OCC
Energy in a.u.: -2646.21519
Molecular weight in Da: 644.724
Gap between HOMO and LUMO in eV: 8.53



Computed, not measured: a structure of composition C28H59AlN4O3PS2 at a distorted geometry, with ωB97M-V/def2-TZVPD.

```
! RIJCOSX wB97M-V def2-TZVPD def2/J DEFGRID3
* xyz -1 3
C -1.09905 -1.16164 1.05631
C -1.59282 -0.34143 -0.14475
Al -3.45518 0.40594 0.05387
C -3.52359 2.31715 0.77813
C -4.90468 2.98544 0.50906
C -6.03359 2.04665 0.85533
S -7.58874 2.98118 1.20095
C -8.67874 2.14537 0.07020
S -9.02273 2.85971 -1.34883
N -9.17869 0.90926 0.49878
C -9.37866 -0.08778 -0.57382
C -10.79879 -0.15010 -1.08602
O -11.70357 -0.58705 -0.06749
C -11.24809 -0.20963 1.23484
C -10.46100 1.06832 1.21973
P -4.30037 0.52756 -2.19408
N -4.31829 -0.91489 -2.92912
H -0.00980 -1.18953 1.05093
H -1.43828 -0.78178 2.01639
H -1.40658 -2.19565 0.95704
H -0.87523 0.42094 -0.43258
H -1.63502 -1.01958 -0.99551
H -4.37450 -0.58115 0.93966
H -3.36362 2.39422 1.85350
H -2.80675 2.95223 0.26396
H -5.00542 3.90924 1.07364
H -4.94170 3.26946 -0.53824
H -5.77018 1.48288 1.73588
H -6.27700 1.37517 0.04694
H -8.70782 0.05593 -1.40891
H -9.13275 -1.05887 -0.15316
H -11.11826 0.82102 -1.44976
H -10.87706 -0.85511 -1.90448
H -10.66510 -1.03796 1.62700
H -12.13493 -0.05088 1.83462
H -11.04333 1.86163 0.74908
H -10.28306 1.39478 2.24046
H -5.56721 1.18356 -2.25528
H -3.46995 1.47027 -2.88976
H -5.26249 -1.10433 -3.25165
C 2.49780 0.25239 -4.56812
C 2.44866 0.13566 -3.03358
C 3.81904 0.45168 -2.43591
C 4.83979 -0.66162 -2.66333
C 4.30251 -1.99346 -2.14235
C 2.93367 -2.36066 -2.71535
N 1.98238 -1.21445 -2.60429
O 1.52665 -1.14589 -1.39594
C 3.08523 -2.82627 -4.18002
C 2.37294 -3.56593 -1.96787
C 1.44067 1.19144 -2.59076
H 2.81393 1.25918 -4.84503
H 3.19726 -0.42477 -5.04975
H 1.51076 0.08024 -4.99830
H 3.71192 0.61194 -1.35788
H 4.18585 1.39181 -2.85384
H 5.09708 -0.73495 -3.72451
H 5.76818 -0.41473 -2.14267
H 5.01281 -2.79448 -2.36059
H 4.22740 -1.93676 -1.05143
H 2.11880 -2.84231 -4.68494
H 3.48887 -3.83855 -4.20751
H 3.77488 -2.21966 -4.76381
H 2.31921 -3.39503 -0.89481
H 3.02239 -4.42581 -2.13187
H 1.37340 -3.81574 -2.32626
H 0.44252 0.95889 -2.96261
H 1.73753 2.16148 -2.99206
H 1.38504 1.28225 -1.50815
C 4.11572 1.49698 2.89308
C 4.44845 -0.00583 2.92148
C 4.79335 -0.44239 4.34519
C 6.16355 0.05563 4.80443
C 7.24998 -0.37723 3.82086
C 6.95592 0.03958 2.37867
N 5.56521 -0.33500 1.98332
O 5.51820 -1.58938 1.67221
C 7.19474 1.55611 2.21644
C 7.95215 -0.62914 1.43699
C 3.16650 -0.69808 2.46473
H 3.28114 1.69484 3.56568
H 4.92394 2.14536 3.21896
H 3.81725 1.80673 1.89112
H 4.77916 -1.53551 4.40118
H 4.01664 -0.08826 5.02480
H 6.15446 1.14326 4.91758
H 6.38642 -0.34936 5.79387
H 8.21654 0.03553 4.11925
H 7.34971 -1.46649 3.86529
H 6.74991 1.92354 1.29103
H 8.26459 1.76071 2.17239
H 6.81643 2.15001 3.04502
H 7.95271 -1.71219 1.54012
H 8.95761 -0.27698 1.66575
H 7.73101 -0.38264 0.39724
H 2.92450 -0.44006 1.43292
H 2.33816 -0.37477 3.09413
H 3.23155 -1.78138 2.53699
*
```

E_LUMO (spin up / spin down) in eV: 1.96 / 1.76
Energy in a.u.: -2927.01331
Molecular weight in Da: 621.895
Relative energy (zero: lowest compared OMol25 entry of this formula, charge and spin) in kcal/mol: 0.0
Gap between HOMO and LUMO (spin up / spin down) in eV: 5.74 / 5.54



Computed, not measured: a cluster of 5 separate species, C28H59BO10S in total at a distorted geometry, with ωB97M-V/def2-TZVPD.

```
! RIJCOSX wB97M-V def2-TZVPD def2/J DEFGRID3
* xyz 0 1
C -0.29227 -2.25472 -1.47681
O -1.20213 -1.97228 -2.55176
B -2.04357 -0.93418 -2.26006
O -1.78921 0.27552 -2.79881
O -3.21090 -1.21227 -1.48529
S -3.42197 -0.58956 0.00697
O -2.56431 -1.37215 0.85580
O -2.62449 0.83072 -0.25913
C -2.25046 1.49290 0.95468
O -1.15733 2.32480 0.76181
C 0.03882 1.66818 0.45146
C 0.27899 1.36426 -0.87852
C 1.43140 0.69849 -1.29776
C 1.61595 0.41181 -2.75491
C 2.34363 0.33114 -0.31607
C 2.11692 0.67256 1.01429
C 0.97855 1.35897 1.44604
C 0.84883 1.73433 2.90305
C -0.32147 1.06677 3.62905
C 0.73234 3.27187 3.06963
H -0.14499 -1.39815 -0.82473
H 0.68057 -2.55527 -1.85197
H -0.67723 -3.10130 -0.91509
H -2.40462 0.95914 -2.51611
H -3.06278 2.14627 1.26137
H -2.04596 0.77299 1.73843
H -0.46285 1.67037 -1.59845
H 2.48046 -0.21255 -2.95532
H 1.72731 1.34596 -3.29973
H 0.73115 -0.07453 -3.15644
H 3.23227 -0.21420 -0.60070
H 2.86341 0.40160 1.74736
H 1.76789 1.44061 3.39906
H -0.09472 1.08678 4.69342
H -1.23275 1.64130 3.51653
H -0.46505 0.02046 3.37234
H 0.08344 3.51576 3.90400
H 0.31766 3.72485 2.17876
H 1.71311 3.70547 3.23686
C -5.13089 4.06362 5.35395
C -4.04246 3.03663 5.08933
O -2.98295 3.07379 6.02531
C -3.33535 2.79919 7.36829
C -3.90745 1.40724 7.58005
H -4.69649 5.05742 5.46787
H -5.84064 4.08177 4.52639
H -5.68957 3.83779 6.26348
H -3.58259 3.24013 4.12069
H -4.46771 2.02770 5.03057
H -4.02394 3.56174 7.74954
H -2.40925 2.90063 7.93414
H -4.88903 1.29561 7.11639
H -4.02087 1.20613 8.64546
H -3.24725 0.65421 7.14779
C 4.69829 -4.15223 1.51437
C 3.97752 -3.62509 0.28494
O 4.74113 -2.70155 -0.47084
C 5.94815 -3.19997 -1.01622
C 5.75183 -4.34317 -1.99825
H 5.08554 -3.32613 2.11224
H 4.01436 -4.74037 2.12656
H 5.53984 -4.79421 1.24885
H 3.08654 -3.07808 0.59617
H 3.63606 -4.45174 -0.34805
H 6.63987 -3.49178 -0.21784
H 6.40200 -2.35319 -1.53163
H 5.39700 -5.24849 -1.50313
H 6.69558 -4.58289 -2.48867
H 5.01893 -4.07058 -2.75872
C 0.23034 -7.40358 -5.15312
C -0.81749 -7.65129 -4.08007
O -0.76199 -6.73591 -3.00401
C -0.98478 -5.37695 -3.34114
C -2.35985 -5.11062 -3.92814
H 1.22287 -7.33065 -4.70655
H 0.22861 -8.22033 -5.87563
H 0.04159 -6.47813 -5.69943
H -0.65392 -8.63210 -3.63257
H -1.82122 -7.66833 -4.52007
H -0.19924 -5.01128 -4.01206
H -0.88493 -4.82320 -2.40954
H -2.47426 -5.55862 -4.91727
H -2.51773 -4.03720 -4.02731
H -3.13553 -5.52639 -3.28348
C -1.36314 5.99037 -1.95832
C -0.12202 5.20222 -1.57265
O 0.53133 4.59715 -2.67390
C 1.02670 5.48032 -3.66123
C 2.08241 6.44546 -3.14746
H -2.02881 5.37770 -2.56815
H -1.89815 6.30868 -1.06311
H -1.11665 6.88546 -2.53214
H -0.40718 4.37963 -0.91565
H 0.57621 5.83052 -1.00792
H 0.20454 6.02655 -4.13819
H 1.46425 4.83925 -4.42708
H 1.66235 7.17645 -2.45462
H 2.52574 6.99453 -3.97863
H 2.87010 5.90343 -2.62278
*
```

E_LUMO in eV: 0.43
Energy in a.u.: -2277.73596
Molecular weight in Da: 598.649
Relative energy (zero: lowest compared OMol25 entry of this formula, charge and spin) in kcal/mol: 2.2
Gap between HOMO and LUMO in eV: 9.00



Computed, not measured: a cluster of 6 separate species, C28H59BrN3O9 in total at a distorted geometry, with ωB97M-V/def2-TZVPD.

```
! RIJCOSX wB97M-V def2-TZVPD def2/J DEFGRID3
* xyz -1 1
C 2.61256 -0.35624 3.85678
C 1.75786 -0.73900 2.64805
N 2.27391 -1.29963 1.63943
C 0.28953 -0.38808 2.74261
C -0.61576 -1.52083 3.27198
N 0.18642 -2.26334 4.33078
C 0.24743 -1.71495 5.41664
O 0.29894 -1.35202 6.52699
N -1.79252 -0.99017 3.94546
C -2.68116 -0.30351 3.03625
C -2.36708 1.18097 2.95384
O -2.14380 1.91388 3.84590
Br -2.39195 1.86945 1.09722
C -1.02698 -2.59522 2.22051
O -0.46514 -2.56234 1.11775
O -1.94816 -3.33863 2.62181
H 3.41053 0.31775 3.55563
H 1.98350 0.13848 4.59347
H 3.02766 -1.25079 4.31405
H 3.27407 -1.43220 1.79999
H 0.19600 0.43290 3.45387
H -0.07963 -0.08559 1.76396
H -2.28152 -1.81603 4.28207
H -2.73573 -0.72768 2.03123
H -3.69053 -0.34681 3.44808
C -0.25425 1.09394 -3.66340
C -0.75237 -0.05848 -2.80599
O -2.09488 0.07175 -2.38169
C -3.07166 0.12967 -3.40149
C -3.10437 -1.10298 -4.29186
H -0.39148 2.04186 -3.14229
H 0.80752 0.96510 -3.87832
H -0.78202 1.15836 -4.61732
H -0.16760 -0.11230 -1.88820
H -0.60664 -1.01292 -3.32427
H -2.95011 1.03816 -4.00537
H -4.02533 0.22636 -2.87906
H -2.18741 -1.20942 -4.87334
H -3.93391 -1.03654 -4.99826
H -3.22489 -2.00416 -3.68894
C -4.17810 5.75724 -5.48961
C -4.49014 4.37064 -4.95118
O -3.37580 3.69363 -4.41332
C -2.74509 4.30532 -3.30104
C -3.65448 4.47171 -2.09822
H -3.37094 5.70872 -6.22192
H -5.06203 6.18138 -5.96799
H -3.86927 6.44098 -4.69768
H -4.84259 3.73750 -5.76726
H -5.30369 4.41800 -4.21698
H -2.29898 5.26538 -3.58809
H -1.92240 3.64197 -3.04136
H -4.47018 5.17146 -2.29225
H -3.08675 4.85224 -1.24897
H -4.09319 3.51236 -1.82065
C 8.05692 0.24227 4.86689
C 7.77954 -0.41341 3.52465
O 6.76015 0.21831 2.77638
C 6.98307 1.56688 2.41877
C 8.21179 1.78239 1.55026
H 7.13870 0.31087 5.45135
H 8.78557 -0.34577 5.42636
H 8.46026 1.25041 4.75453
H 7.42544 -1.43125 3.68763
H 8.70140 -0.48872 2.93442
H 7.02898 2.20015 3.31296
H 6.09188 1.86706 1.86751
H 9.13499 1.54404 2.08126
H 8.26978 2.82579 1.23766
H 8.16428 1.15234 0.66114
C -6.61935 0.57342 -5.69102
C -5.87616 0.85795 -6.98553
O -5.38758 -0.29956 -7.63858
C -6.36072 -1.24638 -8.03338
C -7.38814 -0.70757 -9.01547
H -5.99582 -0.00912 -5.01262
H -6.88794 1.50989 -5.20064
H -7.54012 0.01312 -5.86233
H -4.99344 1.45974 -6.76650
H -6.50036 1.44841 -7.66755
H -6.85754 -1.67605 -7.15590
H -5.79930 -2.05493 -8.50204
H -8.01113 0.06941 -8.57001
H -8.04756 -1.51160 -9.34452
H -6.89334 -0.28035 -9.88892
C 3.19538 -4.77344 5.53098
C 4.61839 -4.36594 5.19123
O 5.05490 -3.17876 5.83463
C 5.05083 -3.20306 7.24725
C 5.94937 -4.27015 7.85187
H 2.50114 -3.95809 5.32311
H 2.90095 -5.63686 4.93461
H 3.08713 -5.04535 6.58292
H 4.69074 -4.15498 4.12420
H 5.31352 -5.18970 5.39689
H 4.02775 -3.30266 7.62692
H 5.40282 -2.21669 7.55213
H 5.60170 -5.27696 7.61651
H 5.96735 -4.17169 8.93823
H 6.96832 -4.17068 7.47373
*
```

E_LUMO in eV: 2.19
Energy in a.u.: -4517.68795
Molecular weight in Da: 661.696
Gap between HOMO and LUMO in eV: 6.87



Computed, not measured: the ion C28H59N2OS with charge +1, with ωB97M-V/def2-TZVPD.

```
! RIJCOSX wB97M-V def2-TZVPD def2/J DEFGRID3
* xyz 1 1
C 9.45650 3.78016 0.02241
C 8.25289 2.93245 -0.36552
C 8.63012 1.50650 -0.75833
C 7.51213 0.76304 -1.48237
C 7.76438 -0.74165 -1.60274
C 7.49211 -1.51239 -0.31137
C 6.00520 -1.69269 -0.00130
C 5.74431 -2.80805 1.01459
C 4.40553 -2.67972 1.73486
C 3.20240 -2.92967 0.82611
C 1.91706 -3.18632 1.60649
C 0.66206 -3.23624 0.72535
C -0.62674 -2.75798 1.41256
C -1.55284 -1.92971 0.51857
C -0.94560 -0.59257 0.08048
C -1.55211 -0.02720 -1.18676
N -2.99165 0.38762 -0.97375
C -3.94096 -0.28006 -1.92744
C -5.40313 0.04093 -1.63135
C -6.06732 -0.92860 -0.63076
C -6.08161 -2.36017 -1.20224
C -5.48086 -0.85145 0.78219
C -6.33333 -1.50247 1.87891
C -6.23589 -3.02531 1.97717
N -5.57787 1.46337 -1.32920
C -4.58820 2.20499 -0.56701
C -4.85538 3.71606 -0.64186
C -4.61401 4.43109 0.68449
C -4.88522 5.93707 0.59100
S -3.35514 6.87071 0.23868
C -3.18208 1.89249 -1.05509
O -2.94886 2.24791 -2.37390
H 10.15288 3.87185 -0.81323
H 9.16357 4.78712 0.32168
H 10.00110 3.33142 0.85590
H 7.54490 2.89732 0.46857
H 7.72001 3.40530 -1.19714
H 8.92365 0.95514 0.14066
H 9.51953 1.53329 -1.39716
H 6.56455 0.93337 -0.95732
H 7.38754 1.19909 -2.47748
H 8.79887 -0.90587 -1.91792
H 7.13194 -1.15357 -2.39514
H 7.96167 -0.99543 0.53152
H 7.96731 -2.49614 -0.36115
H 5.58204 -0.76069 0.38894
H 5.47238 -1.90119 -0.93541
H 5.77626 -3.77330 0.49838
H 6.55334 -2.83097 1.74978
H 4.36935 -3.36848 2.58386
H 4.32628 -1.67068 2.15469
H 3.41879 -3.78273 0.17389
H 3.05152 -2.06984 0.16326
H 1.80195 -2.41096 2.37134
H 2.02570 -4.12909 2.14913
H 0.50748 -4.26009 0.37752
H 0.84999 -2.65372 -0.18186
H -0.38726 -2.17367 2.30601
H -1.19245 -3.62247 1.76450
H -1.84049 -2.52222 -0.35776
H -2.47360 -1.73941 1.08110
H 0.12586 -0.69176 -0.09634
H -1.04432 0.14228 0.88826
H -1.54980 -0.75830 -1.99379
H -1.01829 0.85290 -1.53829
H -3.26347 0.11246 -0.02593
H -3.75827 -1.35005 -1.85323
H -3.64088 0.06310 -2.91452
H -5.90770 -0.12760 -2.58811
H -7.10627 -0.58825 -0.55466
H -7.08199 -2.78922 -1.19229
H -5.43683 -3.03041 -0.63460
H -5.74840 -2.38910 -2.24175
H -4.49068 -1.33228 0.79414
H -5.34440 0.19842 1.05376
H -6.04516 -1.06843 2.83781
H -7.37607 -1.21263 1.71936
H -6.87078 -3.53487 1.25328
H -5.21004 -3.36715 1.81719
H -6.53930 -3.36790 2.96558
H -6.49390 1.61371 -0.92648
H -4.57231 1.93085 0.50407
H -4.22933 4.15555 -1.42208
H -5.88349 3.86373 -0.97580
H -3.57443 4.28668 0.99469
H -5.23308 3.98408 1.46680
H -5.59520 6.13950 -0.21046
H -5.31447 6.31649 1.51383
H -3.61251 7.91796 1.02875
H -2.45743 2.32859 -0.36357
H -2.23165 2.87615 -2.44764
*
```

E_LUMO in eV: -2.38
Energy in a.u.: -1684.98975
Molecular weight in Da: 471.860
Gap between HOMO and LUMO in eV: 8.92